Entry 1:
{"formula": "C18H45N3NaO6", "method": "wB97M-V/def2-TZVPD", "elements": ["Na", "C", "O", "C", "C", "N", "C", "C", "O", "C", "H", "H", "H", "H", "H", "H", "H", "H", "H", "H", "H", "H", "H", "H", "H", "C", "O", "C", "C", "N", "C", "C", "O", "C", "H", "H", "H", "H", "H", "H", "H", "H", "H", "H", "H", "H", "H", "H", "H", "C", "O", "C", "C", "N", "C", "C", "O", "C", "H", "H", "H", "H", "H", "H", "H", "H", "H", "H", "H", "H", "H", "H", "H"], "positions_angstrom": [[-26.8257, 2.5380, -15.5453], [-27.2576, 2.7958, -12.0666], [-27.8064, 2.3334, -13.2900], [-28.0212, 0.8964, -13.3675], [-26.8560, 0.1628, -13.9461], [-26.5183, 0.6283, -15.3021], [-25.1269, 0.3216, -15.5251], [-24.7986, 0.8319, -16.9710], [-25.3068, 2.1730, -17.2836], [-24.8281, 2.7912, -18.4324], [-27.8983, 2.4275, -11.2653], [-27.1503, 3.8738, -11.9461], [-26.2379, 2.4116, -12.0401], [-28.9141, 0.7138, -13.9654], [-28.3340, 0.5354, -12.3878], [-27.0657, -0.9067, -13.9266], [-26.0269, 0.3990, -13.2791], [-27.0316, 0.1262, -16.0125], [-24.9145, -0.7430, -15.4264], [-24.4772, 0.8266, -14.8104], [-25.1836, 0.0807, -17.6606], [-23.7461, 0.5702, -17.0801], [-23.7503, 2.9102, -18.3220], [-25.1191, 3.8132, -18.6750], [-25.0445, 2.1271, -19.2692], [-29.2699, 7.6561, -16.9622], [-29.2737, 6.2750, -16.6161], [-29.3840, 6.1005, -15.1697], [-29.1222, 4.7059, -14.6962], [-27.7025, 4.3743, -15.0023], [-26.7459, 5.0146, -14.0367], [-25.3019, 4.6080, -14.2967], [-25.0621, 3.2315, -14.4552], [-23.7933, 2.9261, -14.9593], [-28.5939, 8.2868, -16.3847], [-30.2436, 8.0979, -16.7505], [-29.1523, 7.6948, -18.0451], [-30.4275, 6.3865, -15.0383], [-28.8234, 6.8722, -14.6423], [-29.7899, 3.9898, -15.1752], [-29.2927, 4.5241, -13.6351], [-27.4211, 4.7655, -15.8899], [-26.9825, 4.6583, -13.0341], [-26.7188, 6.1040, -14.0182], [-24.8232, 4.9677, -13.3859], [-24.9255, 5.1640, -15.1554], [-23.6424, 1.8467, -14.9454], [-23.0955, 3.2805, -14.2006], [-23.7915, 3.2721, -15.9929], [-28.6872, -1.8483, -12.5320], [-28.7035, -1.4106, -13.9250], [-28.4596, -2.4422, -14.8749], [-28.6661, -2.0547, -16.3133], [-28.1126, -0.7729, -16.6706], [-28.3926, 0.0177, -17.9221], [-27.7750, 1.4495, -17.9097], [-27.8715, 2.2188, -16.7054], [-29.2503, 2.3057, -16.1013], [-28.5096, -1.0324, -11.8313], [-27.8382, -2.4992, -12.3235], [-29.6051, -2.3872, -12.2973], [-28.9849, -3.3378, -14.5430], [-27.4302, -2.8006, -14.8870], [-29.7277, -2.1115, -16.5539], [-28.1664, -2.8408, -16.8794], [-28.3334, -0.1712, -15.8900], [-29.4651, -0.0326, -18.1097], [-27.9204, -0.4507, -18.7857], [-28.1955, 1.9602, -18.7761], [-26.7216, 1.3682, -18.1780], [-29.2277, 2.9395, -15.2149], [-29.4207, 1.3140, -15.6822], [-29.9176, 2.7414, -16.8450]], "multiplicity": 1, "charge": 1, "homo_lumo_gap_ev": 9.30}

---

Entry 2:
{"formula": "C18H46F3IrN8O8P2S", "method": "wB97M-V/def2-TZVPD", "elements": ["Ir", "C", "N", "C", "P", "O", "O", "P", "O", "N", "C", "C", "N", "C", "C", "N", "C", "C", "H", "H", "H", "H", "H", "H", "H", "H", "H", "H", "H", "H", "H", "H", "H", "H", "H", "H", "H", "H", "H", "H", "H", "H", "C", "N", "C", "N", "O", "H", "H", "H", "H", "H", "H", "F", "C", "F", "F", "C", "O", "O", "C", "N", "C", "N", "O", "H", "H", "H", "H", "H", "H", "C", "C", "S", "O", "C", "C", "H", "H", "H", "H", "H", "H", "H", "H", "H", "H"], "positions_angstrom": [[-0.5639, 0.5306, 0.2944], [3.0228, -3.6047, -2.4953], [1.8714, -2.7200, -2.3710], [0.9901, -2.6596, -3.5389], [1.7368, -1.4823, -1.3126], [0.3225, -1.2836, -0.8763], [2.5747, -1.9118, -0.0033], [1.7252, -1.8800, 1.4081], [0.9342, -0.6126, 1.4706], [2.9509, -2.0061, 2.4917], [3.0997, -3.0575, 3.4844], [3.9564, -0.9521, 2.5408], [0.9069, -3.2969, 1.4924], [-0.5479, -3.3180, 1.5834], [1.4760, -4.4776, 0.8451], [2.4658, -0.1271, -1.8892], [2.2141, 1.1385, -1.2292], [3.7937, -0.1950, -2.4955], [3.5791, -3.4044, -3.4149], [2.6843, -4.6421, -2.5323], [3.6853, -3.4819, -1.6414], [1.5273, -2.3172, -4.4280], [0.1712, -1.9751, -3.3275], [0.5827, -3.6520, -3.7385], [2.2663, -3.7506, 3.4349], [3.1351, -2.6324, 4.4904], [4.0342, -3.6022, 3.3227], [3.7396, -0.2014, 1.7822], [4.9499, -1.3706, 2.3622], [3.9615, -0.4673, 3.5196], [-0.8963, -2.4057, 2.0499], [-0.8495, -4.1697, 2.1940], [-1.0113, -3.3971, 0.5949], [2.5550, -4.5141, 0.9900], [1.2590, -4.4883, -0.2279], [1.0373, -5.3660, 1.2991], [1.2782, 1.0785, -0.6747], [2.1212, 1.9382, -1.9640], [3.0106, 1.3889, -0.5225], [3.9399, -1.1523, -2.9906], [4.5835, -0.0582, -1.7514], [3.8824, 0.5963, -3.2404], [-0.7338, 0.2895, 5.0628], [-0.7647, -0.3024, 3.7352], [-1.8591, -0.3912, 2.9782], [-3.0595, -0.2452, 3.5496], [-1.7968, -0.6747, 1.7350], [0.2889, 0.2701, 5.4254], [-1.3531, -0.2759, 5.7602], [-1.0720, 1.3282, 5.0384], [0.1042, -0.3506, 3.2193], [-3.1714, -0.0471, 4.5284], [-3.8802, -0.3534, 2.9794], [-3.9933, 3.6963, 1.8067], [-2.8994, 3.3596, 2.4842], [-2.1733, 4.4588, 2.6826], [-3.2670, 2.8741, 3.6760], [-2.0764, 2.2920, 1.7204], [-2.6363, 1.6759, 0.7858], [-0.9010, 2.1006, 2.0773], [-3.4563, -0.8975, -4.2925], [-2.3143, -0.3056, -3.6116], [-2.1940, -0.1607, -2.2844], [-3.0641, -0.7740, -1.4714], [-1.2527, 0.5684, -1.8484], [-3.2827, -0.8473, -5.3627], [-4.3794, -0.3604, -4.0655], [-3.5722, -1.9473, -4.0188], [-1.6592, 0.2388, -4.1475], [-3.8386, -1.3166, -1.8115], [-2.9361, -0.6602, -0.4781], [0.5950, 5.7185, 0.0721], [-0.2067, 5.2682, -1.1344], [-1.3160, 3.8875, -0.6759], [-0.3390, 2.7222, -0.5724], [-2.1801, 3.7027, -2.2858], [-3.6642, 3.4091, -2.1027], [1.3047, 6.4868, -0.2316], [1.1534, 4.8856, 0.4993], [-0.0506, 6.1397, 0.8418], [0.4276, 4.8965, -1.9392], [-0.8704, 6.0524, -1.5005], [-1.6463, 2.8935, -2.7785], [-2.0486, 4.6327, -2.8374], [-3.8245, 2.5470, -1.4624], [-4.1234, 3.2140, -3.0723], [-4.1729, 4.2634, -1.6579]], "multiplicity": 5, "charge": 2, "homo_lumo_gap_ev": [10.44, 7.20], "s_squared": 6.008}

---

Entry 3:
{"formula": "C18H46N2O4P2", "method": "wB97M-V/def2-TZVPD", "elements": ["C", "C", "C", "C", "O", "P", "O", "O", "O", "P", "C", "C", "H", "H", "H", "H", "H", "H", "H", "H", "H", "H", "H", "H", "H", "H", "H", "H", "C", "C", "N", "C", "C", "C", "C", "H", "H", "H", "H", "H", "H", "H", "H", "H", "H", "H", "H", "H", "H", "H", "C", "C", "N", "C", "C", "C", "C", "H", "H", "H", "H", "H", "H", "H", "H", "H", "H", "H", "H", "H", "H", "H"], "positions_angstrom": [[5.1227, 1.8129, -1.4775], [4.1762, 1.0664, -2.4183], [3.4972, 2.0309, -3.4029], [3.1996, 0.1859, -1.6097], [1.8058, 0.4759, -1.8370], [1.0392, 1.3606, -0.7837], [1.2901, 1.0843, 0.6340], [1.4085, 2.8778, -1.1516], [-0.4206, 1.1712, -1.3367], [-1.8049, 1.4392, -0.3693], [-2.9700, 1.2561, -1.7683], [-1.7908, 3.2663, -0.2687], [5.9772, 2.2123, -2.0251], [4.6101, 2.6473, -0.9935], [5.5156, 1.1513, -0.7025], [4.7938, 0.3834, -3.0053], [4.0592, 2.0705, -4.3363], [3.4700, 3.0435, -3.0001], [2.4822, 1.7278, -3.6458], [3.3215, -0.8605, -1.8817], [3.3956, 0.2692, -0.5381], [1.7692, 3.3136, -0.3652], [-3.0048, 2.1457, -2.3975], [-2.6488, 0.4245, -2.3944], [-3.9717, 1.0465, -1.3903], [-1.3899, 3.7294, -1.1689], [-1.2113, 3.5888, 0.5976], [-2.8281, 3.5778, -0.1263], [6.5711, 1.4523, 2.5477], [6.2342, 0.7882, 3.8741], [5.0012, 1.2806, 4.4612], [4.8127, 0.8646, 5.8390], [4.6291, -0.6312, 6.1263], [3.8262, 1.2046, 3.6061], [3.4236, -0.1652, 3.0483], [6.6084, 2.5371, 2.6563], [7.5454, 1.1065, 2.1993], [5.8422, 1.2107, 1.7728], [7.0341, 1.0052, 4.5880], [6.2391, -0.3048, 3.7314], [3.9518, 1.4109, 6.2342], [5.6816, 1.2201, 6.4020], [3.6426, -0.9872, 5.8326], [4.7382, -0.8134, 7.1973], [5.3761, -1.2379, 5.6131], [3.9821, 1.8826, 2.7637], [2.9894, 1.6300, 4.1654], [4.2888, -0.7263, 2.6882], [2.7446, -0.0199, 2.2079], [2.9074, -0.7792, 3.7856], [-8.1869, -4.0396, -3.6877], [-6.8000, -3.5532, -3.2976], [-6.7953, -2.2010, -2.7666], [-5.4662, -1.6285, -2.6593], [-4.4789, -2.2635, -1.6714], [-7.6831, -1.9618, -1.6412], [-7.4972, -2.8234, -0.3847], [-8.6535, -3.3522, -4.3943], [-8.1120, -5.0203, -4.1590], [-8.8451, -4.1440, -2.8247], [-6.1691, -3.5424, -4.1907], [-6.3474, -4.2878, -2.6121], [-5.5806, -0.5684, -2.4157], [-5.0217, -1.6589, -3.6590], [-4.7105, -2.0082, -0.6377], [-3.4696, -1.9005, -1.8745], [-4.4564, -3.3502, -1.7580], [-8.7099, -2.0829, -1.9928], [-7.5893, -0.9055, -1.3760], [-7.3592, -3.8763, -0.6351], [-8.3857, -2.7513, 0.2455], [-6.6451, -2.5066, 0.2150]], "multiplicity": 1, "charge": 0, "homo_lumo_gap_ev": 8.57}